One molecule with the formula C27H27NO4, computed with ωB97M-V/def2-TZVPD.

Geometry as XYZ:
```
59
Properties=species:S:1:pos:R:3:forces:R:3
C -4.249 -0.221 -0.761 -0.213 -0.090 0.215
O -3.223 0.094 -1.667 0.087 0.008 -0.538
C -3.195 -0.522 -2.876 0.040 0.152 -0.153
C -4.179 -1.393 -3.331 -0.089 0.022 0.290
C -4.115 -1.927 -4.606 0.103 0.033 -0.061
C -3.080 -1.583 -5.458 -0.072 -0.105 -0.120
C -2.098 -0.717 -5.016 -0.046 0.021 0.214
C -2.114 -0.200 -3.723 -0.381 -0.221 0.078
C -1.023 0.669 -3.308 0.543 0.270 0.445
C -0.379 0.667 -2.127 -0.322 -0.029 -0.390
C 0.687 1.675 -1.929 0.073 0.377 -0.372
O 0.807 2.698 -2.552 0.058 -0.109 0.105
O 1.534 1.295 -0.949 0.109 -0.162 -0.015
C 2.477 2.243 -0.472 0.238 0.647 0.026
C 2.465 2.261 1.064 -0.032 -0.158 -0.621
O 2.809 3.232 1.695 0.092 0.244 0.065
N 2.073 1.076 1.581 -0.080 -0.524 -0.026
C 1.876 0.772 2.943 0.022 -0.022 0.371
C 1.297 1.722 3.777 -0.044 0.056 -0.018
C 1.043 1.426 5.102 -0.021 0.017 -0.044
C 1.355 0.172 5.596 0.013 -0.069 0.097
C 1.946 -0.765 4.770 -0.072 0.052 0.028
C 2.232 -0.487 3.439 0.024 0.194 -0.237
C 2.950 -1.513 2.591 0.035 -0.185 0.085
C 4.311 -1.848 3.208 -0.092 0.130 -0.224
C 2.105 -2.776 2.415 0.083 0.206 -0.154
C -0.642 -0.268 -1.022 0.053 -0.322 0.205
C -0.715 -1.639 -1.251 0.117 0.175 -0.004
C -0.990 -2.509 -0.212 -0.076 -0.122 0.082
C -1.186 -2.024 1.071 -0.123 -0.090 -0.032
C -1.096 -0.662 1.313 -0.040 0.062 0.096
C -0.826 0.209 0.274 -0.070 -0.102 -0.093
H -4.038 0.364 0.133 -0.048 -0.059 -0.030
H -5.234 0.056 -1.151 0.044 -0.020 -0.001
H -4.242 -1.285 -0.502 0.004 0.034 -0.022
H -5.007 -1.659 -2.694 -0.061 0.010 0.083
H -4.888 -2.604 -4.936 -0.070 -0.048 -0.023
H -3.040 -1.984 -6.459 0.009 -0.035 -0.085
H -1.281 -0.448 -5.669 0.082 0.055 -0.066
H -0.671 1.370 -4.056 0.072 0.065 0.018
H 2.240 3.240 -0.857 0.077 -0.195 0.174
H 3.480 1.966 -0.817 -0.143 0.028 0.036
H 1.845 0.348 0.917 -0.071 0.193 0.063
H 1.055 2.692 3.376 -0.018 0.084 -0.033
H 0.595 2.171 5.742 -0.039 0.072 0.046
H 1.148 -0.073 6.628 -0.010 -0.022 0.088
H 2.201 -1.734 5.174 0.045 -0.125 0.032
H 3.140 -1.093 1.599 -0.012 -0.021 0.108
H 4.863 -2.520 2.554 0.081 -0.091 -0.032
H 4.195 -2.330 4.175 -0.007 -0.063 0.127
H 4.895 -0.941 3.346 0.106 0.046 0.048
H 1.903 -3.244 3.376 -0.033 -0.077 0.133
H 2.631 -3.494 1.790 0.035 -0.121 -0.057
H 1.156 -2.536 1.942 -0.039 -0.060 -0.005
H -0.559 -2.020 -2.250 0.024 -0.029 -0.086
H -1.052 -3.570 -0.403 0.006 -0.084 -0.015
H -1.413 -2.703 1.880 0.021 -0.053 0.068
H -1.236 -0.280 2.314 -0.008 0.046 0.092
H -0.784 1.272 0.462 0.038 0.115 0.040
```
Forces are in eV/Å.

Calculated values
E_HOMO: -8.53 eV
spin multiplicity: 1
LUMO level: -0.01 eV
max |F|: 0.8 eV/Å
energy relative to the best compared isomer or geometry (same formula, charge and spin): 26.8 kcal/mol
structure (SMILES): COc1ccccc1/C=C(/C(=O)OCC(=O)Nc1ccccc1C(C)C)c1ccccc1

=====

C27H28Cl4N4NiO9S2 as an isolated structure, computed with ωB97M-V/def2-TZVPD.

Geometry as XYZ:
```
75
Properties=species:S:1:pos:R:3:forces:R:3
Ni -2.093 -0.780 0.930 -0.307 -0.083 0.185
O -2.458 -4.943 5.401 0.008 0.006 0.018
C -2.359 -3.981 4.431 0.019 0.039 -0.035
C -1.399 -2.977 4.502 -0.016 -0.047 0.037
C -1.361 -2.042 3.486 0.001 0.023 0.008
N -2.207 -2.102 2.471 0.082 0.102 0.012
C -3.119 -3.057 2.385 -0.030 0.019 -0.011
C -3.239 -4.032 3.359 -0.017 -0.016 0.048
C -3.985 -2.985 1.121 0.012 -0.002 0.023
O -4.872 -3.832 0.996 0.007 -0.007 -0.028
O -3.662 -2.045 0.337 0.096 -0.009 -0.115
C -0.346 -0.898 3.422 -0.086 0.003 -0.039
O 0.515 -0.859 4.308 0.021 0.017 0.012
O -0.495 -0.133 2.426 0.168 -0.040 -0.079
H -1.781 -4.765 6.062 -0.017 -0.003 -0.009
H -0.687 -2.899 5.316 0.009 0.007 -0.012
H -3.997 -4.796 3.269 0.003 0.001 -0.015
C 3.855 1.198 -3.673 -0.010 -0.023 0.033
C 3.017 0.138 -2.938 -0.038 -0.036 -0.042
C 1.552 0.573 -3.016 -0.015 -0.005 0.018
C 3.199 -1.189 -3.687 -0.027 -0.015 0.007
C 3.511 -0.014 -1.472 0.014 0.061 0.090
O 4.929 -0.314 -1.492 0.030 0.060 -0.029
C 3.387 1.249 -0.585 -0.075 -0.053 0.015
C 2.022 1.738 -0.060 0.063 0.064 -0.032
C 1.421 2.960 -0.720 0.040 0.027 0.051
C 2.190 4.050 -1.116 -0.026 -0.017 -0.005
C 1.608 5.172 -1.689 -0.007 0.019 -0.014
C 0.235 5.206 -1.857 0.037 -0.045 0.031
Cl -0.497 6.615 -2.587 -0.010 0.018 -0.010
C -0.560 4.148 -1.452 -0.010 0.010 0.000
C 0.039 3.034 -0.883 -0.059 -0.014 -0.032
C 3.029 -1.285 -0.722 0.151 -0.042 -0.027
N 1.629 -1.642 -0.669 0.036 -0.091 0.132
C 0.777 -1.393 0.327 0.101 -0.026 -0.053
N -0.394 -1.933 0.063 -0.039 0.033 0.011
C -0.194 -2.542 -1.135 -0.024 -0.002 -0.009
N 1.025 -2.419 -1.605 -0.044 0.030 0.010
H 3.431 1.337 -4.669 0.009 -0.002 -0.008
H 4.895 0.887 -3.806 -0.001 0.005 -0.001
H 3.829 2.172 -3.179 -0.014 0.008 0.006
H 1.185 0.437 -4.035 -0.005 0.012 -0.008
H 1.435 1.627 -2.763 0.008 -0.028 -0.034
H 0.884 -0.007 -2.383 -0.034 0.004 -0.040
H 3.050 -1.018 -4.755 -0.018 -0.007 -0.004
H 2.471 -1.932 -3.362 0.037 0.031 -0.021
H 4.207 -1.585 -3.541 0.012 0.003 -0.017
H 5.381 0.473 -1.811 -0.002 0.002 0.022
H 3.885 2.071 -1.103 0.064 -0.017 -0.038
H 4.025 1.016 0.271 -0.029 0.026 0.036
H 2.141 1.981 0.999 -0.036 -0.062 0.023
H 1.278 0.950 -0.092 -0.080 -0.042 -0.022
H 3.265 4.043 -0.977 0.008 -0.011 0.003
H 2.212 6.015 -1.998 -0.007 0.003 -0.002
H -1.633 4.182 -1.579 0.007 0.002 0.003
H -0.589 2.206 -0.575 -0.024 -0.068 0.006
H 3.358 -1.172 0.312 0.030 -0.033 -0.006
H 3.570 -2.130 -1.143 -0.055 0.000 -0.047
H 1.005 -0.822 1.215 0.013 0.054 -0.036
H -0.969 -3.070 -1.665 -0.013 0.021 -0.001
C -3.515 0.067 5.283 0.022 -0.023 0.045
O -3.335 0.147 3.879 0.027 -0.034 0.024
C -3.516 1.326 3.256 -0.111 0.086 -0.063
S -4.026 2.686 4.096 0.046 0.009 0.014
S -3.248 1.272 1.581 -0.003 -0.138 -0.007
H -3.394 -0.989 5.522 0.013 -0.005 -0.004
H -4.504 0.421 5.573 -0.002 -0.004 -0.006
H -2.762 0.662 5.803 -0.016 0.013 0.002
Cl -3.686 1.050 -4.245 -0.001 0.014 -0.008
C -3.715 0.197 -2.670 -0.032 0.038 0.087
Cl -4.556 -1.354 -2.874 -0.012 -0.010 -0.034
Cl -4.589 1.192 -1.510 -0.014 -0.030 -0.068
C -2.230 -0.119 -2.208 0.088 -0.022 -0.111
O -1.494 -0.515 -3.104 0.042 -0.081 0.001
O -1.982 0.072 -0.997 0.042 0.324 0.169
```
Forces are in eV/Å.

Calculated values
E_HOMO (spin up / spin down): -2.36 / -2.45 eV
spin multiplicity: 3
LUMO level (spin up / spin down): 3.77 / 3.77 eV
max |F|: 0.4 eV/Å
energy relative to the best compared isomer or geometry (same formula, charge and spin): 10.1 kcal/mol
charge: -2

=====

C27H29As2InN2O3S4SbSe4 as an isolated structure in a non-equilibrium geometry, computed with ωB97M-V/def2-TZVPD.

Geometry as XYZ:
```
73
Properties=species:S:1:pos:R:3:forces:R:3
In 2.184 -0.468 0.083 -0.022 -0.072 -0.660
O 2.900 -2.469 -0.516 0.014 -0.061 0.049
N 2.615 -3.406 0.289 -0.066 -0.039 -0.075
N 1.706 -3.123 1.137 -0.030 0.012 0.051
O 1.095 -1.957 1.183 -0.120 -0.047 -0.016
C 1.316 -4.116 2.093 0.046 0.038 0.014
C 1.937 -5.359 2.109 -0.009 -0.015 0.003
C 1.550 -6.284 3.063 -0.002 -0.005 -0.019
C 0.558 -5.976 3.986 0.003 0.009 -0.001
C -0.058 -4.736 3.942 -0.020 0.002 0.009
C 0.314 -3.794 2.993 0.015 -0.021 -0.024
H 2.703 -5.589 1.384 0.017 0.006 0.012
H 2.027 -7.255 3.081 0.006 0.003 0.006
H 0.269 -6.702 4.734 -0.014 -0.007 -0.011
H -0.842 -4.492 4.648 -0.001 -0.002 -0.004
H -0.168 -2.832 2.923 0.004 0.013 0.017
S 3.023 0.520 -2.090 1.399 0.443 0.789
S 5.039 1.088 -1.387 -0.986 0.032 0.165
S 5.429 0.064 0.367 0.047 -0.381 -0.308
S 3.838 0.232 1.688 0.341 0.503 0.223
C -3.685 -4.113 -0.178 0.022 -0.006 0.041
As -2.144 -2.956 0.228 0.029 -0.010 -0.016
C -2.649 -1.546 -1.031 -0.229 0.184 0.282
C -0.826 -3.927 -0.856 0.011 -0.010 0.055
H -3.778 -4.238 -1.257 -0.001 -0.003 -0.002
H -4.598 -3.663 0.214 0.003 -0.007 0.000
H -3.549 -5.088 0.291 -0.007 0.001 0.001
H -3.079 -1.935 -1.950 0.077 -0.081 -0.076
H -1.824 -0.879 -1.278 0.135 -0.106 0.071
H -3.407 -0.949 -0.515 -0.020 0.047 -0.113
H -1.322 -4.540 -1.607 -0.011 0.033 -0.063
H -0.224 -4.566 -0.209 -0.013 -0.029 -0.025
H -0.175 -3.217 -1.366 0.032 0.021 0.027
O 0.398 0.674 0.279 -0.076 -0.134 -0.319
As 0.209 2.301 -0.102 0.100 0.215 0.194
C -1.523 2.727 0.582 0.108 -0.018 0.236
C -2.157 1.800 1.400 -0.058 -0.013 -0.067
C -3.372 2.132 1.984 -0.019 -0.007 -0.001
C -3.932 3.381 1.761 0.005 -0.005 -0.017
C -3.293 4.302 0.940 -0.006 -0.009 -0.003
C -2.085 3.976 0.345 -0.045 0.006 -0.035
C 0.173 2.879 -1.923 -0.040 -0.106 -0.012
C -0.922 2.466 -2.677 -0.020 -0.010 -0.057
C -0.979 2.774 -4.028 -0.043 -0.005 -0.008
C 0.043 3.502 -4.616 0.056 0.014 0.034
C 1.105 3.962 -3.848 -0.046 -0.027 -0.034
C 1.180 3.644 -2.502 -0.030 0.063 -0.019
C 1.519 3.209 0.967 0.058 0.026 -0.084
C 1.200 3.433 2.303 -0.052 0.119 -0.013
C 2.162 3.934 3.167 0.009 -0.011 0.004
C 3.444 4.194 2.703 -0.010 -0.018 0.002
C 3.770 3.940 1.380 0.003 0.028 0.011
C 2.814 3.440 0.510 -0.015 -0.053 -0.013
H -1.707 0.826 1.554 0.017 0.013 0.010
H -3.881 1.411 2.610 0.003 -0.001 0.003
H -4.878 3.638 2.222 -0.005 -0.003 -0.003
H -3.739 5.272 0.760 -0.002 -0.001 -0.007
H -1.592 4.684 -0.312 0.020 0.000 0.022
H -1.725 1.878 -2.245 0.072 -0.043 0.027
H -1.804 2.400 -4.621 0.043 0.038 0.025
H 0.018 3.694 -5.681 -0.014 0.046 0.010
H 1.889 4.556 -4.300 0.024 -0.040 -0.008
H 2.019 3.998 -1.925 0.012 -0.026 0.015
H 0.204 3.219 2.673 -0.006 0.011 -0.010
H 1.913 4.108 4.205 -0.001 -0.003 0.001
H 4.199 4.567 3.384 -0.001 0.013 -0.005
H 4.780 4.097 1.024 0.001 -0.016 -0.009
H 3.111 3.177 -0.497 -0.003 -0.047 0.026
Se -2.989 -0.160 -4.448 -0.007 -0.085 0.079
Sb -0.800 -1.189 -4.852 0.045 0.165 -0.413
Se 0.358 -0.712 -6.888 0.083 0.011 0.143
Se -2.032 -3.293 -4.609 0.029 0.009 0.143
Se 0.728 -0.568 -2.871 -0.836 -0.540 -0.252
```
Forces are in eV/Å.

Calculated values
E_HOMO (spin up / spin down): -4.94 / -4.98 eV
spin multiplicity: 1
LUMO level (spin up / spin down): 0.31 / 1.02 eV
max |F|: 1.7 eV/Å
energy relative to the best compared isomer or geometry (same formula, charge and spin): 74.6 kcal/mol
charge: -1